# 1
The following is a quantum chemistry calculation of a molecular structure, C22H42Cl2MnN5O4SSi4Te, from OMol25.

Positions of all 82 atoms, in Å:
Mn 0.18 -0.77 0.57
Cl 1.53 2.29 7.25
C 1.13 1.27 5.89
C 0.10 0.33 6.02
C -0.23 -0.48 4.98
Cl -1.53 -1.62 5.15
C 0.45 -0.44 3.70
O 0.13 -1.23 2.77
C 1.46 0.56 3.61
C 2.19 0.77 2.39
O 2.02 0.19 1.31
C 1.80 1.39 4.70
H -0.44 0.26 6.95
H 3.00 1.52 2.45
H 2.59 2.12 4.59
C 0.95 1.66 -5.29
C 1.92 1.10 -4.32
N 3.13 1.51 -4.12
N 3.57 0.71 -3.10
C 2.66 -0.17 -2.66
S 2.81 -1.29 -1.43
N 1.59 0.09 -3.46
N 0.39 -0.61 -3.52
H 1.45 2.37 -5.94
H 0.14 2.15 -4.75
H 0.51 0.85 -5.88
H 4.50 0.82 -2.71
H 0.50 -1.42 -2.91
H -0.31 0.00 -3.07
N -1.86 0.08 1.31
C -2.22 1.42 0.85
C -2.33 1.46 -0.67
C -1.02 1.23 -1.43
O -1.01 1.48 -2.64
O -0.03 0.77 -0.77
H -2.54 -0.61 1.00
H -1.83 0.02 2.33
H -1.44 2.11 1.18
H -3.16 1.77 1.28
H -2.75 2.40 -1.00
H -3.03 0.68 -1.00
C 0.27 -7.11 2.66
Si -0.06 -5.31 2.19
C -1.59 -4.70 3.10
C 1.41 -4.28 2.73
Si -0.39 -5.11 -0.12
Te -1.15 -2.80 -0.64
Si 1.51 -5.73 -1.35
C 3.10 -5.24 -0.48
C 1.56 -7.61 -1.55
C 1.46 -4.96 -3.06
Si -2.21 -6.41 -0.84
C -3.80 -5.85 0.01
C -2.02 -8.25 -0.47
C -2.40 -6.19 -2.70
H 0.45 -7.20 3.73
H 1.14 -7.51 2.13
H -0.59 -7.75 2.41
H -1.47 -4.83 4.18
H -2.49 -5.24 2.78
H -1.73 -3.64 2.89
H 1.51 -4.31 3.82
H 1.27 -3.24 2.44
H 2.35 -4.64 2.30
H 3.23 -5.80 0.45
H 3.13 -4.18 -0.25
H 3.95 -5.47 -1.12
H 1.57 -8.12 -0.59
H 2.47 -7.90 -2.09
H 0.71 -7.98 -2.13
H 1.39 -3.88 -2.98
H 0.59 -5.31 -3.63
H 2.36 -5.21 -3.62
H -3.82 -6.17 1.05
H -4.67 -6.28 -0.50
H -3.89 -4.76 -0.01
H -1.94 -8.44 0.60
H -1.14 -8.68 -0.95
H -2.90 -8.79 -0.84
H -2.36 -5.14 -2.98
H -3.36 -6.60 -3.04
H -1.61 -6.71 -3.24

## Properties
- 2S+1 = 6
- net charge = -1
- ΔE to the lowest compared entry with this formula, charge and spin (kJ/mol) = 51.36
- E_HOMO (alpha / beta) (eV) = -4.43 / -4.49
- expectation value of S² = 8.7552

---

# 2
The following is a quantum chemistry calculation of a single C3H6IN3 molecule at a distorted geometry, from OMol25.

Positions of all 13 atoms, in Å:
C 0.02 0.99 -2.58
C 0.71 0.92 -1.43
C 0.15 0.45 -0.25
N 0.71 -0.09 0.74
N -0.56 -1.72 2.04
N -0.42 -0.43 1.85
I 0.23 0.61 3.68
H 0.31 1.21 -3.60
H -1.00 0.83 -2.51
H 1.76 1.02 -1.44
H -0.93 0.70 -0.19
H 0.24 -2.37 2.31
H -1.21 -2.14 1.37

## Properties
- 2S+1 = 1
- net charge = 0
- ΔE to the lowest compared entry with this formula, charge and spin (kJ/mol) = 158.91
- E_HOMO (eV) = -8.73
- SMILES = C=C/C=N/N(N)I

---

# 3
The following is a quantum chemistry calculation of a molecular structure, C6H7AuCl2NO4Pm at a distorted geometry, from OMol25.

Positions of all 22 atoms, in Å:
Au 3.68 -2.68 0.29
Pm 1.32 -1.35 0.50
Cl 3.43 -0.74 1.66
Cl 1.24 -3.88 0.30
C 0.91 0.52 -1.24
C 4.57 -4.47 -0.32
C 3.79 -3.92 -1.39
O 0.67 1.46 -1.87
O 5.26 -5.42 -0.09
O 3.46 -4.24 -2.49
C -2.10 -0.20 3.82
N -1.65 0.89 2.95
C -2.22 2.23 3.10
C -0.76 0.68 2.01
O -0.21 -0.47 1.83
H -2.83 0.24 4.51
H -1.26 -0.62 4.37
H -2.58 -0.99 3.23
H -1.42 2.97 3.23
H -2.81 2.51 2.22
H -2.87 2.23 3.98
H -0.48 1.53 1.36

## Properties
- 2S+1 = 7
- net charge = +4
- ΔE to the lowest compared entry with this formula, charge and spin (kJ/mol) = 475.31
- E_HOMO (alpha / beta) (eV) = -24.11 / -24.98
- expectation value of S² = 12.0532

---

- Among the records above, which one has the highest net charge?
  C6H7AuCl2NO4Pm

---

Copy entry 2 word for word.
The following is a quantum chemistry calculation of a single C3H6IN3 molecule at a distorted geometry, from OMol25.

Positions of all 13 atoms, in Å:
C 0.02 0.99 -2.58
C 0.71 0.92 -1.43
C 0.15 0.45 -0.25
N 0.71 -0.09 0.74
N -0.56 -1.72 2.04
N -0.42 -0.43 1.85
I 0.23 0.61 3.68
H 0.31 1.21 -3.60
H -1.00 0.83 -2.51
H 1.76 1.02 -1.44
H -0.93 0.70 -0.19
H 0.24 -2.37 2.31
H -1.21 -2.14 1.37

## Properties
- 2S+1 = 1
- net charge = 0
- ΔE to the lowest compared entry with this formula, charge and spin (kJ/mol) = 158.91
- E_HOMO (eV) = -8.73
- SMILES = C=C/C=N/N(N)I

---

Copy entry 3 word for word.
The following is a quantum chemistry calculation of a molecular structure, C6H7AuCl2NO4Pm at a distorted geometry, from OMol25.

Positions of all 22 atoms, in Å:
Au 3.68 -2.68 0.29
Pm 1.32 -1.35 0.50
Cl 3.43 -0.74 1.66
Cl 1.24 -3.88 0.30
C 0.91 0.52 -1.24
C 4.57 -4.47 -0.32
C 3.79 -3.92 -1.39
O 0.67 1.46 -1.87
O 5.26 -5.42 -0.09
O 3.46 -4.24 -2.49
C -2.10 -0.20 3.82
N -1.65 0.89 2.95
C -2.22 2.23 3.10
C -0.76 0.68 2.01
O -0.21 -0.47 1.83
H -2.83 0.24 4.51
H -1.26 -0.62 4.37
H -2.58 -0.99 3.23
H -1.42 2.97 3.23
H -2.81 2.51 2.22
H -2.87 2.23 3.98
H -0.48 1.53 1.36

## Properties
- 2S+1 = 7
- net charge = +4
- ΔE to the lowest compared entry with this formula, charge and spin (kJ/mol) = 475.31
- E_HOMO (alpha / beta) (eV) = -24.11 / -24.98
- expectation value of S² = 12.0532